{"formula": "C18H25N5O3S", "method": "ωB97M-V with the def2-TZVPD basis set", "species": ["C", "H", "H", "H", "C", "C", "N", "C", "N", "C", "O", "N", "C", "O", "C", "C", "N", "S", "C", "H", "C", "O", "N", "H", "C", "H", "C", "H", "H", "C", "H", "H", "C", "H", "C", "H", "H", "H", "H", "C", "H", "H", "H", "C", "H", "H", "H", "C", "H", "H", "H", "H"], "coordinates": [[0.016659, -3.348002, -0.961119], [0.611348, -3.563855, -0.103769], [0.859256, -3.357571, -1.867274], [-0.767104, -4.112612, -1.228992], [-0.597897, -2.119706, -1.198881], [0.372133, -0.988532, -0.721985], [1.539403, -1.443902, -0.249100], [2.515359, -0.359150, -0.262698], [3.729110, -0.753033, 0.136273], [4.829638, 0.078704, 0.524276], [5.836521, -0.041912, 0.877520], [4.367342, 1.562208, 0.341679], [3.260478, 1.803191, -0.032680], [3.044673, 3.268233, 0.061852], [2.233272, 0.967378, -0.352040], [0.867832, 1.291748, -0.504077], [0.083651, 0.205452, -0.839303], [0.492529, 2.939635, -0.710978], [-1.052524, 3.006604, -1.565097], [-1.207735, 2.111908, -2.080332], [-2.278266, 2.769508, -0.516617], [-2.987980, 3.821635, 0.122839], [-2.398339, 1.628091, 0.065920], [-1.827748, 0.852220, -0.177979], [-3.332269, 1.322072, 0.806587], [-3.561320, 2.115831, 1.496015], [-2.670152, 0.007566, 2.064632], [-1.639068, 0.094431, 1.694189], [-2.665478, 0.615305, 3.160280], [-3.535677, -1.093792, 2.176438], [-2.990308, -1.849105, 2.265580], [-4.363319, -0.969740, 2.751195], [-4.207580, -1.041423, 0.753802], [-5.155401, -1.829364, 0.696051], [-4.576160, 0.324513, 0.480747], [-4.648069, 0.821992, -0.539962], [-5.415877, 0.688876, 0.846322], [-3.548358, -1.439710, 0.245308], [-1.304608, 3.890115, -2.006787], [5.427473, 2.522119, 0.861226], [5.227403, 3.323963, 0.819078], [6.242704, 2.311613, 0.326950], [5.785540, 2.181132, 1.816899], [4.020094, -2.337455, 0.340451], [5.016936, -2.247905, 0.490187], [4.004136, -2.732850, -0.654401], [3.531060, -2.762764, 1.126021], [-1.213022, -1.791098, -2.324163], [-1.751272, -0.555956, -2.454525], [-0.778265, -1.642325, -3.144963], [-2.113045, -2.320800, -2.570198], [-1.327696, -1.823499, -0.280399]], "forces_ev_per_angstrom": [[2.1, -4.7, -4.5], [-0.3, 0.2, 0.8], [-1.8, -0.7, 2.0], [1.2, 0.1, 0.5], [1.2, 5.5, 10.7], [2.8, -5.2, -0.1], [3.0, 3.3, -0.9], [-3.1, -4.1, 1.9], [3.4, -3.6, 1.4], [-15.7, 5.4, -5.9], [13.6, -3.9, 4.9], [10.0, -5.3, 3.6], [-6.6, 13.7, -0.8], [-0.5, -6.2, -1.0], [-2.2, -1.2, -0.2], [0.2, -2.4, -2.3], [-2.6, 7.8, -0.2], [0.7, 1.5, 0.5], [-3.2, -3.3, 4.4], [0.3, -1.1, -2.0], [-1.2, 9.1, 3.1], [3.6, -4.9, -4.6], [6.4, -0.9, -6.7], [1.2, -0.4, -1.2], [-8.3, -6.3, 12.3], [-0.8, 0.4, -0.1], [1.8, 8.6, 2.5], [-0.1, -1.4, 0.4], [0.4, -1.3, -2.9], [-4.3, 4.5, -4.7], [3.7, -7.3, 1.1], [-1.6, 0.2, 2.8], [-7.9, -1.3, 5.0], [2.2, 2.0, 0.1], [4.7, 3.9, -4.6], [-0.4, -2.0, -0.1], [-3.8, 1.3, 2.7], [6.3, -3.4, -6.1], [0.1, 2.3, -1.5], [1.8, -19.2, 1.8], [-5.5, 18.8, -0.9], [3.2, -0.6, -2.7], [-0.7, 0.0, 0.8], [-0.2, 4.6, -3.2], [3.2, -0.2, 1.2], [-1.0, -0.7, -0.2], [-1.7, -1.0, 1.7], [-9.5, 4.8, -2.1], [1.5, -3.3, 1.4], [4.7, 0.2, -6.6], [-0.5, -0.8, 0.0], [0.6, -1.3, -1.5]], "multiplicity": 1, "e_above_lowest_kcal_mol": 457.4, "lumo_energy_ev": -0.5, "energy_ev": -43483.43744}



{"formula": "C21H20Cl25F3O4P", "method": "ωB97M-V with the def2-TZVPD basis set", "species": ["O", "C", "Cl", "C", "C", "C", "O", "P", "C", "C", "C", "C", "C", "C", "C", "C", "C", "C", "O", "C", "F", "F", "F", "O", "H", "H", "H", "H", "H", "H", "H", "H", "H", "H", "H", "H", "H", "H", "H", "H", "H", "H", "H", "H", "C", "Cl", "Cl", "Cl", "Cl", "C", "Cl", "Cl", "Cl", "Cl", "C", "Cl", "Cl", "Cl", "Cl", "C", "Cl", "Cl", "Cl", "Cl", "C", "Cl", "Cl", "Cl", "Cl", "C", "Cl", "Cl", "Cl", "Cl"], "coordinates": [[-4.937504, 0.037990, 0.001139], [-4.076701, 1.007051, 0.322681], [-4.381876, 1.871334, 1.968202], [-2.819355, 1.538139, -0.585551], [-1.498270, 0.567087, -0.582740], [-1.665628, -1.064141, -0.570242], [-0.240970, -1.536119, -0.551411], [0.509868, -0.647042, 0.782296], [1.612861, -2.047418, 1.441113], [2.472734, -2.886322, 0.342646], [1.898276, -4.429835, 0.059789], [0.825607, -4.495419, -1.195919], [1.096407, -3.632737, -2.601625], [0.071264, -3.589383, -3.880155], [-1.328661, -4.460123, -3.740289], [-1.611305, -5.356371, -2.366191], [-0.552461, -5.381137, -1.087295], [1.845204, 0.264334, -0.287362], [1.525959, 1.678296, -0.542088], [2.016284, 2.111929, -1.880400], [0.997435, 1.823307, -2.954907], [2.255487, 3.600088, -1.782177], [3.367328, 1.534799, -2.213342], [-0.452659, 0.805758, 0.466420], [-3.204604, 1.830120, -1.675110], [-2.476564, 2.575494, -0.104071], [-1.068427, 0.752399, -1.679575], [-2.286275, -1.575941, -1.424603], [-2.321888, -1.264213, 0.382433], [0.884345, 0.066930, 1.995187], [-0.527381, -1.216032, 1.621825], [2.387047, -1.558920, 2.198627], [0.921667, -2.769788, 2.091599], [2.664448, -2.361628, -0.682253], [3.552292, -3.064743, 0.821215], [1.287439, -4.798580, 1.014839], [2.805349, -5.190665, -0.075879], [2.099240, -3.003361, -2.687017], [0.368102, -2.917943, -4.792425], [-2.074852, -4.394271, -4.648156], [-2.615028, -5.960103, -2.302673], [-0.760282, -6.002870, -0.117088], [2.886823, 0.089976, 0.219637], [1.852099, -0.329578, -1.323196], [4.162642, -5.052844, -4.723296], [4.377971, -5.119810, -6.490622], [4.379477, -6.682469, -4.036389], [5.368858, -3.946443, -4.019502], [2.524271, -4.462714, -4.346543], [-2.675854, 4.935515, 4.127915], [-1.442392, 5.319352, 5.354917], [-2.123259, 3.559174, 3.140565], [-4.205551, 4.510155, 4.936309], [-2.932265, 6.353294, 3.079770], [-3.422531, 2.281052, 8.441490], [-2.143224, 1.135603, 8.916478], [-4.272245, 2.859345, 9.896859], [-2.693568, 3.665872, 7.589848], [-4.581186, 1.463483, 7.362808], [-6.882223, -2.681180, -1.355604], [-7.456070, -2.463856, -3.028255], [-7.618653, -4.147287, -0.660812], [-5.108497, -2.849394, -1.353339], [-7.345663, -1.264259, -0.379893], [1.448952, 6.833723, -0.408672], [1.007936, 6.599409, -2.118903], [0.075153, 6.371824, 0.627600], [2.858322, 5.817634, -0.014150], [1.854371, 8.546010, -0.129095], [7.108469, 6.439719, 0.438933], [6.161136, 7.826539, 1.033561], [6.025031, 5.050361, 0.173634], [7.901105, 6.876209, -1.095868], [8.346612, 6.005637, 1.644350]], "forces_ev_per_angstrom": [[6.2, 6.7, 2.1], [-4.0, -4.7, -2.2], [0.2, -1.2, -2.1], [0.0, 1.3, 1.3], [1.4, -1.1, -1.7], [-0.4, 0.5, 0.4], [-2.6, 1.3, 0.3], [-0.9, 0.7, 2.6], [1.6, -1.2, 0.1], [1.1, -1.6, 0.7], [-0.9, 0.1, -0.1], [-2.6, -0.3, -2.7], [-3.4, -0.9, 1.0], [-1.2, -2.2, 4.6], [3.1, 0.1, 2.9], [3.0, 2.2, -0.6], [1.3, 2.7, -3.9], [1.2, -2.8, -1.6], [2.6, 0.9, -5.0], [0.2, 0.4, 2.3], [3.9, 1.1, 3.2], [-1.1, -5.0, -1.0], [-4.6, 1.8, 0.4], [-4.1, -0.4, -2.2], [0.7, -1.2, 2.4], [-0.7, -2.3, -0.9], [-0.5, 0.0, 2.3], [1.6, 1.2, 1.2], [1.7, -0.2, -1.3], [0.4, 0.4, -0.5], [-0.3, 0.2, -0.3], [-1.6, -1.0, -1.6], [1.5, 1.4, -1.6], [-0.6, -0.8, 2.0], [-2.2, 0.3, -1.1], [1.4, 0.8, -2.0], [-2.0, 1.6, -0.1], [-2.8, -1.2, 0.7], [-0.9, -1.5, 1.9], [1.5, -0.4, 2.2], [2.2, 1.3, -0.1], [0.3, 1.4, -2.2], [-1.7, 0.9, -1.0], [0.2, 1.4, 2.1], [0.0, 0.0, -0.3], [0.1, 0.0, 0.1], [0.0, 0.3, -0.1], [-0.2, -0.2, -0.1], [1.9, -1.5, -1.2], [0.1, -0.4, -0.3], [-0.1, 0.2, -0.4], [0.2, 0.8, 0.6], [0.2, 0.2, -0.5], [0.1, -0.2, 0.2], [0.1, 0.1, -0.1], [-0.3, 0.3, -0.1], [0.1, -0.1, -0.2], [-0.1, -0.7, 0.7], [0.3, 0.2, 0.3], [0.2, 0.3, 0.2], [0.1, -0.1, 0.3], [0.1, 0.2, -0.1], [-0.5, 0.0, 0.0], [-0.2, -0.7, -0.4], [0.0, -0.3, 0.0], [0.1, 0.1, 0.4], [0.3, 0.1, -0.2], [-0.5, 0.6, 0.0], [-0.1, -0.3, -0.1], [-0.2, -0.1, 0.0], [0.2, -0.3, -0.2], [0.5, 0.3, 0.1], [-0.2, -0.1, 0.3], [-0.3, 0.1, -0.3]], "multiplicity": 1, "charge": -1, "lumo_energy_ev": 1.5, "energy_ev": -360776.70908}



{"formula": "C2H4I3P", "method": "ωB97M-V with the def2-TZVPD basis set", "species": ["C", "C", "P", "I", "I", "I", "H", "H", "H", "H"], "coordinates": [[-0.550559, 0.740197, 0.097214], [-0.008928, 0.903980, 1.486804], [0.107710, -1.217870, -1.119944], [-0.319331, -0.010676, -3.150265], [2.522118, -1.011328, -0.912195], [-0.325809, -3.556292, -1.897837], [-1.673808, 0.800214, 0.025493], [1.036977, 0.836230, 1.501628], [-0.123946, 1.964485, 1.500447], [-0.664424, 0.551059, 2.468657]], "forces_ev_per_angstrom": [[0.4, -1.0, 0.4], [-3.5, -1.2, 0.7], [-0.6, 1.3, 0.8], [-0.1, 0.0, -0.5], [-0.1, -0.1, 0.0], [0.2, 0.1, 0.1], [0.8, -0.3, 0.3], [1.4, -0.9, 0.5], [-0.4, 1.6, 0.1], [1.9, 0.6, -2.5]], "multiplicity": 1, "e_above_lowest_kcal_mol": 44.2, "lumo_energy_ev": [-1.4, -1.4], "energy_ev": -35726.94517}



Question: Look up the multiplicity of the second one.
Answer: 1



Question: Which value of multiplicity does entry 2 give?
Answer: 1



Question: What is the multiplicity in the second record?
Answer: 1